{"formula": "C20H20N6OS2", "method": "ωB97M-V with the def2-TZVPD basis set", "e_above_lowest_kcal_mol": 0.0, "spin_multiplicity": 1, "homo_lumo_gap_ev": 8.3, "e_tot_ha": -1974.29976, "homo_ev": -7.90, "smiles": "Cc1nc(CC(=O)N2CCN(c3scnc3-c3nc4ccccc4[nH]3)CC2)cs1", "symbols": ["C", "C", "N", "C", "C", "C", "O", "N", "C", "C", "N", "C", "S", "C", "N", "C", "C", "N", "C", "C", "C", "C", "C", "C", "N", "C", "C", "C", "S", "H", "H", "H", "H", "H", "H", "H", "H", "H", "H", "H", "H", "H", "H", "H", "H", "H", "H", "H", "H"], "coordinates": [[-6.149208, 3.455646, -0.284367], [-4.798746, 3.841906, -0.802266], [-3.736212, 3.073655, -0.704930], [-2.596715, 3.719583, -1.167704], [-1.225398, 3.181837, -1.103097], [-1.013643, 2.178869, -2.198047], [-0.477975, 2.569703, -3.259832], [-1.350699, 0.834085, -2.030366], [-0.908308, -0.136104, -3.014097], [0.476132, -0.643430, -2.585987], [0.388481, -1.171663, -1.217382], [0.713873, -2.549333, -1.056134], [-0.129616, -3.711655, -2.007292], [0.967395, -4.927062, -1.357846], [1.809060, -4.550516, -0.441983], [1.623722, -3.170706, -0.218140], [2.368249, -2.552848, 0.897574], [2.318739, -1.305291, 1.389524], [3.145500, -1.323067, 2.536343], [3.370174, -0.329041, 3.524181], [4.211240, -0.632913, 4.649068], [4.738415, -1.927800, 4.798026], [4.477578, -2.915021, 3.805669], [3.708671, -2.595030, 2.701045], [3.247298, -3.321385, 1.617398], [-0.290324, -0.366357, -0.143337], [-1.614264, 0.182916, -0.724678], [-2.808898, 4.985294, -1.589286], [-4.457608, 5.471331, -1.388665], [-6.394036, 2.476594, -0.692259], [-6.100633, 3.333915, 0.793675], [-6.904989, 4.212470, -0.543572], [-1.025511, 2.747246, -0.101526], [-0.480439, 3.977079, -1.172647], [-0.815173, 0.301701, -4.042788], [-1.624894, -0.949920, -3.080572], [0.880955, -1.421935, -3.277878], [1.178433, 0.184277, -2.656858], [0.911464, -5.932459, -1.733944], [2.947994, 0.633096, 3.436966], [4.405532, 0.142989, 5.395986], [5.365350, -2.114515, 5.674097], [4.921932, -3.892628, 3.903679], [3.345340, -4.319731, 1.449185], [0.329739, 0.457404, 0.205459], [-0.500835, -1.007546, 0.729015], [-2.291169, -0.663735, -0.939080], [-2.138102, 0.811965, -0.007401], [-2.017869, 5.658131, -1.962926]], "forces_ev_per_a": [[0.133, 0.121, -0.349], [1.210, 0.214, 0.395], [-0.448, 0.453, -0.389], [-1.212, 1.108, 0.445], [0.315, -1.114, 1.361], [1.823, -0.859, -2.257], [-1.165, -0.756, 1.704], [-0.339, 1.175, 0.708], [0.998, 0.465, -1.481], [-0.472, -0.454, -0.072], [0.493, -1.164, 0.912], [-0.106, 1.863, 0.798], [1.213, -1.008, 0.301], [-0.240, 0.142, 0.023], [-1.251, 1.212, -0.403], [0.054, 0.168, -0.122], [0.818, 1.510, 0.943], [-0.087, -1.126, -0.112], [-0.542, 0.621, 0.140], [1.451, -1.696, 0.678], [-1.236, -0.062, -1.554], [-0.379, -0.076, -1.089], [0.825, 0.531, 1.169], [-0.276, 0.332, -0.154], [-0.122, -1.114, -0.020], [-0.345, -0.716, -0.965], [0.273, -0.420, -0.338], [0.342, 1.108, -0.284], [0.402, -1.262, -0.065], [-0.264, 0.071, -0.111], [-0.035, 0.133, 0.165], [0.199, -0.435, 0.088], [-0.343, -0.017, -0.465], [-0.244, -0.128, -0.519], [-0.269, -0.034, 1.088], [-0.156, -0.134, 0.189], [-0.493, 0.439, 0.642], [0.101, 0.259, 0.234], [0.049, -0.224, -0.020], [-0.457, 0.925, -0.185], [-0.096, -0.341, -0.302], [-0.222, -0.299, -0.441], [-0.011, -0.194, 0.071], [0.036, 0.440, 0.116], [0.293, 0.000, -0.113], [0.230, 0.133, -0.464], [0.227, 0.292, 0.097], [0.100, 0.306, -0.232], [-0.776, -0.388, 0.236]]}